DFT (wB97M-V/def2-TZVPD) results for a 10-piece molecular cluster, C34H95N7O10 overall.

Positions of all 146 atoms, in Å:
1 C 8.438 7.958 -20.877
2 C 9.469 7.105 -20.165
3 C 10.893 7.096 -20.918
4 O 11.821 6.218 -20.470
5 C 11.543 4.902 -20.799
6 N 9.541 7.612 -18.812
7 H 8.453 7.579 -21.899
8 H 8.617 9.030 -20.965
9 H 7.504 7.701 -20.378
10 H 9.141 6.068 -20.095
11 H 11.311 8.096 -20.801
12 H 10.811 7.037 -22.003
13 H 10.639 4.483 -20.359
14 H 12.354 4.252 -20.470
15 H 11.575 4.921 -21.888
16 H 8.769 7.526 -18.166
17 H 10.374 7.384 -18.288
18 C 14.385 5.203 -25.028
19 C 12.895 5.183 -25.474
20 C 12.212 6.537 -25.589
21 O 10.789 6.454 -25.819
22 C 10.362 6.447 -27.197
23 N 12.846 4.446 -26.746
24 H 14.749 4.178 -24.971
25 H 14.449 5.608 -24.018
26 H 14.961 5.862 -25.678
27 H 12.390 4.602 -24.703
28 H 12.715 7.111 -26.368
29 H 12.572 7.073 -24.710
30 H 11.007 7.129 -27.752
31 H 9.293 6.638 -27.296
32 H 10.477 5.432 -27.577
33 H 11.886 4.156 -26.865
34 H 13.400 3.616 -26.592
35 C 6.613 14.079 -25.623
36 C 6.612 14.198 -24.083
37 C 7.582 13.252 -23.380
38 O 7.217 11.878 -23.494
39 C 8.140 11.023 -23.005
40 N 6.748 15.522 -23.513
41 H 5.810 14.695 -26.030
42 H 6.296 13.106 -25.996
43 H 7.592 14.240 -26.073
44 H 5.610 13.922 -23.754
45 H 7.622 13.491 -22.317
46 H 8.550 13.576 -23.762
47 H 8.336 11.268 -21.961
48 H 9.058 11.173 -23.573
49 H 7.705 10.038 -23.175
50 H 6.150 16.236 -23.904
51 H 6.479 15.482 -22.541
52 C 14.518 10.516 -22.603
53 C 13.482 11.280 -23.376
54 C 12.160 10.592 -23.563
55 O 12.491 9.549 -24.537
56 C 11.879 9.714 -25.849
57 N 13.129 12.474 -22.736
58 H 15.393 11.149 -22.461
59 H 14.764 9.586 -23.116
60 H 14.147 10.459 -21.580
61 H 13.880 11.537 -24.358
62 H 11.508 11.342 -24.009
63 H 11.862 10.198 -22.591
64 H 11.907 10.736 -26.226
65 H 10.841 9.382 -25.869
66 H 12.346 9.040 -26.567
67 H 13.995 12.791 -22.322
68 H 12.794 13.151 -23.407
69 C 17.506 0.759 -18.131
70 C 16.718 2.071 -18.286
71 C 15.258 1.884 -17.902
72 O 14.652 2.979 -18.491
73 C 13.409 3.233 -17.945
74 N 17.419 3.110 -17.563
75 H 17.318 0.195 -17.217
76 H 18.561 0.954 -18.327
77 H 17.181 0.021 -18.863
78 H 16.882 2.471 -19.286
79 H 15.291 1.900 -16.813
80 H 14.778 0.977 -18.269
81 H 13.230 2.920 -16.916
82 H 12.533 2.916 -18.510
83 H 13.122 4.284 -17.976
84 H 16.736 3.818 -17.334
85 H 18.035 3.635 -18.167
86 C 12.114 3.945 -12.335
87 C 11.890 5.515 -12.390
88 C 11.595 6.086 -13.773
89 O 12.842 5.991 -14.534
90 C 12.983 6.995 -15.576
91 N 10.920 5.901 -11.360
92 H 12.863 3.611 -13.052
93 H 11.250 3.286 -12.428
94 H 12.552 3.716 -11.364
95 H 12.824 5.999 -12.107
96 H 11.332 7.137 -13.650
97 H 10.836 5.485 -14.273
98 H 13.155 7.969 -15.119
99 H 12.139 7.033 -16.265
100 H 13.838 6.832 -16.232
101 H 10.082 5.371 -11.549
102 H 11.305 5.490 -10.522
103 C 3.509 7.504 -17.351
104 C 4.812 6.734 -17.131
105 C 5.933 7.174 -18.101
106 O 7.244 6.706 -17.677
107 C 7.427 5.298 -17.659
108 N 5.193 7.094 -15.784
109 H 2.913 7.097 -18.168
110 H 3.652 8.575 -17.492
111 H 2.928 7.240 -16.467
112 H 4.750 5.655 -17.271
113 H 5.954 8.264 -18.118
114 H 5.730 7.098 -19.169
115 H 6.674 4.744 -17.098
116 H 8.439 5.073 -17.325
117 H 7.440 4.913 -18.679
118 H 4.950 6.384 -15.108
119 H 6.189 7.005 -15.930
120 C 10.986 1.218 -21.649
121 C 12.429 0.858 -21.474
122 O 12.599 0.370 -20.201
123 H 10.430 0.312 -21.409
124 H 10.703 1.514 -22.659
125 H 10.709 2.051 -21.003
126 H 13.188 1.616 -21.670
127 H 12.737 -0.010 -22.056
128 H 13.266 0.897 -19.755
129 C 2.826 9.384 -21.150
130 C 4.348 9.668 -21.050
131 O 5.048 8.570 -21.623
132 H 2.593 8.320 -21.182
133 H 2.433 9.827 -22.065
134 H 2.139 9.708 -20.368
135 H 4.730 9.851 -20.046
136 H 4.648 10.544 -21.624
137 H 4.910 8.698 -22.565
138 C 11.572 10.638 -19.197
139 C 10.089 11.058 -19.265
140 O 10.087 12.477 -19.153
141 H 12.206 11.269 -18.575
142 H 11.872 10.891 -20.214
143 H 11.815 9.598 -18.974
144 H 9.487 10.581 -18.492
145 H 9.715 10.867 -20.271
146 H 10.473 12.928 -19.907

The LUMO energy (alpha / beta) is 2.081 / 2.079 eV. Its total energy is -67694.317 eV. Its spin multiplicity is 2. The calculation puts the orbital gap (alpha / beta) at 1.3 / 8.2 eV. As for the relative energy (zero: lowest compared OMol25 entry of this formula, charge and spin): 3.087 eV. Its expectation value of S² is 0.7505. Its net charge is -1. The HOMO energy (alpha / beta) is 0.0272 / -0.2242 hartree.